Density functional theory data (wB97M-V/def2-TZVPD) for 12 unconnected molecules or ions with the total composition C42H70N2O14 in a non-equilibrium geometry.

ΔE to the lowest compared entry with this formula, charge and spin ... 0.00 kcal/mol
Kohn-Sham gap ... 0.2987 Ha
SMILES ... O=[N+]([O-])c1ccccc1.O=[N+]([O-])c1ccccc1.CC(C)=O.CC(C)=O.CC(C)=O.CC(C)=O.CC(C)=O.CC(C)=O.CC(C)=O.CC(C)=O.CC(C)=O.CC(C)=O
Electronic energy ... -2805.03584 hartree
HOMO ... -8.970 eV
Lowest unoccupied orbital energy ... -0.841 eV

Last column: Mulliken charge in e.
Atoms and positions in Å:
O (-1.593, 2.166, -4.917)  -0.5355
N (-2.524, 2.932, -4.846)  1.0893
O (-3.424, 3.019, -5.651)  -0.6327
C (-2.594, 3.815, -3.686)  -0.0641
C (-3.234, 5.042, -3.812)  -0.6727
C (-3.348, 5.854, -2.699)  -0.5139
C (-2.780, 5.463, -1.486)  -0.9359
C (-1.981, 4.323, -1.433)  -0.6915
C (-1.910, 3.492, -2.532)  0.4142
H (-3.566, 5.394, -4.779)  0.4455
H (-3.895, 6.786, -2.742)  0.3849
H (-2.782, 6.132, -0.633)  0.4372
H (-1.540, 4.089, -0.471)  1.1522
H (-1.392, 2.546, -2.453)  0.1570
O (4.508, 0.931, 0.604)  -0.5923
N (3.920, -0.024, 1.080)  1.0571
O (2.726, -0.197, 1.008)  -0.3341
C (4.733, -0.991, 1.820)  -0.3994
C (4.089, -2.000, 2.517)  0.3708
C (4.857, -2.867, 3.281)  -0.3885
C (6.236, -2.742, 3.344)  -0.6744
C (6.850, -1.683, 2.680)  -0.4989
C (6.094, -0.782, 1.951)  -0.5013
H (3.024, -2.163, 2.551)  0.2633
H (4.396, -3.704, 3.790)  0.3957
H (6.855, -3.417, 3.919)  0.4132
H (7.929, -1.611, 2.638)  0.3770
H (6.598, -0.013, 1.382)  0.4753
C (1.331, 1.541, -3.676)  -0.7397
C (2.704, 0.934, -3.512)  0.4432
C (3.383, 1.189, -2.190)  -0.1866
O (3.172, 0.211, -4.354)  -0.6271
H (0.700, 1.043, -2.928)  -0.2609
H (0.926, 1.307, -4.653)  0.4700
H (1.359, 2.602, -3.428)  0.6150
H (2.674, 1.142, -1.372)  -0.5273
H (3.819, 2.193, -2.245)  0.4472
H (4.229, 0.512, -2.098)  0.3578
C (-3.383, 1.570, 2.763)  -0.6379
C (-4.042, 1.065, 1.495)  0.9072
C (-4.691, 2.134, 0.639)  -1.1250
O (-4.139, -0.113, 1.242)  -0.5643
H (-2.973, 0.722, 3.310)  0.2322
H (-4.118, 2.003, 3.445)  0.6183
H (-2.613, 2.275, 2.459)  -0.3448
H (-5.136, 1.683, -0.244)  0.3731
H (-4.008, 2.958, 0.448)  0.0811
H (-5.523, 2.545, 1.224)  0.5209
C (-3.381, -3.272, 0.411)  -0.7518
C (-3.065, -4.396, -0.543)  0.3271
C (-1.657, -4.458, -1.083)  -0.0370
O (-3.867, -5.266, -0.805)  -0.6338
H (-4.448, -3.068, 0.399)  0.2946
H (-2.767, -2.397, 0.192)  -0.1361
H (-3.134, -3.567, 1.435)  0.5526
H (-1.449, -5.397, -1.584)  0.4410
H (-0.915, -4.345, -0.285)  0.0189
H (-1.526, -3.601, -1.753)  -0.1168
C (1.860, 5.232, 2.170)  -1.5815
C (1.273, 4.386, 1.089)  0.4444
C (2.073, 3.206, 0.629)  0.0559
O (0.203, 4.647, 0.600)  -0.4103
H (2.755, 5.711, 1.751)  0.4489
H (2.224, 4.762, 3.085)  0.2743
H (1.170, 6.022, 2.469)  0.3777
H (1.616, 2.363, 1.157)  -0.2401
H (3.127, 3.217, 0.908)  0.5265
H (2.051, 3.078, -0.449)  -0.0104
C (0.280, -0.932, -0.708)  0.9541
C (-0.534, 0.231, -0.157)  0.1982
C (-0.395, 0.495, 1.315)  0.6059
O (-1.225, 0.912, -0.885)  -0.2827
H (1.337, -0.662, -0.648)  -0.3132
H (0.042, -1.084, -1.758)  -0.6501
H (0.093, -1.790, -0.067)  0.1791
H (-1.260, 0.093, 1.849)  0.1131
H (-0.384, 1.572, 1.478)  -0.2766
H (0.489, 0.044, 1.755)  -0.4463
C (3.627, -5.000, 0.069)  -1.2468
C (2.279, -4.467, -0.316)  0.7283
C (1.604, -4.999, -1.567)  -1.0907
O (1.772, -3.563, 0.320)  0.0230
H (4.271, -4.997, -0.817)  0.4039
H (3.570, -6.029, 0.428)  0.3499
H (4.097, -4.350, 0.801)  0.0975
H (0.906, -4.243, -1.910)  -0.0306
H (1.050, -5.878, -1.233)  0.4417
H (2.287, -5.203, -2.385)  0.3694
C (-1.707, 4.556, 3.660)  -0.8018
C (-0.629, 3.692, 4.264)  0.8372
C (-0.038, 4.206, 5.558)  -1.3115
O (-0.307, 2.653, 3.761)  -0.3687
H (-1.581, 5.627, 3.834)  0.4298
H (-2.678, 4.270, 4.075)  0.4012
H (-1.765, 4.460, 2.577)  -0.1321
H (0.239, 3.394, 6.231)  0.3355
H (-0.773, 4.816, 6.080)  0.4075
H (0.872, 4.765, 5.346)  0.2588
C (-0.192, -1.844, -4.818)  -0.1690
C (0.784, -2.982, -4.773)  0.7216
C (2.093, -2.762, -4.046)  -0.8370
O (0.524, -4.079, -5.188)  -0.6188
H (-0.873, -1.942, -5.656)  0.4253
H (0.383, -0.921, -4.897)  0.0560
H (-0.736, -1.830, -3.872)  -0.2948
H (1.923, -2.344, -3.051)  -0.1128
H (2.771, -2.117, -4.608)  0.4794
H (2.677, -3.678, -3.969)  0.3227
C (-5.280, -1.536, -1.872)  -1.0551
C (-4.006, -1.174, -2.617)  0.6848
C (-3.648, 0.294, -2.653)  0.0695
O (-3.338, -2.013, -3.175)  -0.5663
H (-6.189, -1.117, -2.293)  0.4619
H (-5.155, -1.154, -0.852)  -0.0227
H (-5.305, -2.624, -1.832)  0.4016
H (-2.637, 0.470, -3.007)  -0.3009
H (-3.689, 0.671, -1.628)  -0.3517
H (-4.350, 0.853, -3.275)  0.5958
C (0.653, -4.461, 4.619)  -1.2454
C (1.133, -3.055, 4.379)  0.6988
C (0.435, -2.231, 3.344)  -0.5920
O (2.020, -2.592, 5.042)  -0.5605
H (-0.307, -4.679, 4.141)  0.3169
H (0.564, -4.736, 5.667)  0.3871
H (1.346, -5.153, 4.126)  0.2534
H (0.570, -2.645, 2.341)  -0.1147
H (0.867, -1.233, 3.415)  0.2239
H (-0.639, -2.141, 3.513)  0.6660

=====

Density functional theory data (wB97M-V/def2-TZVPD) for a molecular structure, C42H70N2O26 in a non-equilibrium geometry.

ΔE to the lowest compared entry with this formula, charge and spin ... 0.00 kcal/mol
Kohn-Sham gap ... 0.3662 Ha
Electronic energy ... -3707.91771 hartree
HOMO ... -10.310 eV
Lowest unoccupied orbital energy ... -0.346 eV

Last column: Mulliken charge in e.
Atoms and positions in Å:
O (-1.732, 5.667, -3.484)  -0.5711
C (-2.562, 4.813, -3.312)  0.6661
O (-3.799, 4.763, -3.837)  -0.2072
C (-4.192, 5.553, -4.955)  -0.2698
C (-5.647, 4.944, -5.302)  -1.0891
C (-2.328, 3.727, -2.369)  -0.9602
H (-3.514, 5.452, -5.803)  0.3009
H (-4.227, 6.626, -4.768)  0.3030
H (-5.554, 3.870, -5.458)  0.2986
H (-6.127, 5.328, -6.202)  0.3674
H (-6.319, 4.987, -4.446)  0.2815
H (-1.260, 3.520, -2.315)  0.3269
H (-2.965, 2.860, -2.545)  0.3067
H (-2.559, 3.997, -1.339)  0.2460
O (-3.612, -2.956, 4.887)  -0.5548
C (-3.949, -2.881, 6.060)  0.6734
O (-5.097, -2.266, 6.607)  -0.3092
C (-5.891, -1.480, 5.768)  -0.2772
C (-7.148, -2.211, 5.363)  -0.9745
C (-3.046, -3.522, 7.113)  -1.0132
H (-5.381, -1.135, 4.868)  0.3377
H (-6.037, -0.617, 6.418)  0.2985
H (-7.811, -2.220, 6.229)  0.2780
H (-6.787, -3.107, 4.857)  0.3001
H (-7.672, -1.644, 4.594)  0.3035
H (-2.661, -4.485, 6.776)  0.3127
H (-3.292, -3.427, 8.171)  0.3281
H (-2.086, -3.014, 7.207)  0.2975
O (7.445, -6.688, -4.516)  -0.5829
C (7.008, -5.829, -3.736)  0.6786
O (5.904, -5.859, -2.990)  -0.2815
C (4.859, -6.737, -3.368)  -0.1710
C (4.886, -7.848, -2.409)  -1.0896
C (7.908, -4.722, -3.380)  -0.8933
H (4.840, -7.147, -4.378)  0.3184
H (4.021, -6.040, -3.345)  0.2777
H (4.814, -7.396, -1.419)  0.2891
H (5.802, -8.437, -2.361)  0.2854
H (4.066, -8.547, -2.574)  0.3641
H (8.931, -5.040, -3.176)  0.2894
H (7.434, -4.216, -2.539)  0.2844
H (7.799, -3.982, -4.172)  0.2329
O (-6.381, 0.932, 0.736)  -0.5642
C (-7.325, 0.303, 0.233)  0.7463
O (-8.646, 0.635, 0.339)  -0.3242
C (-9.137, 1.923, 0.574)  -0.2597
C (-8.851, 2.889, -0.617)  -0.9982
C (-7.074, -1.019, -0.378)  -1.0163
H (-8.904, 2.231, 1.593)  0.3392
H (-10.214, 1.757, 0.541)  0.2461
H (-9.355, 2.517, -1.508)  0.2788
H (-7.768, 3.001, -0.674)  0.2932
H (-9.253, 3.870, -0.366)  0.3653
H (-6.149, -1.492, -0.046)  0.3039
H (-6.956, -0.805, -1.440)  0.2567
H (-7.884, -1.748, -0.347)  0.3319
C (1.975, 9.576, 1.993)  -1.1787
C (2.436, 8.484, 1.099)  -0.3457
C (1.883, 7.076, 1.424)  -0.3458
C (1.949, 6.740, 2.886)  0.2600
N (1.958, 6.544, 4.049)  -0.4817
H (0.916, 9.829, 1.940)  0.2919
H (2.481, 10.534, 1.872)  0.3365
H (2.250, 9.287, 3.007)  0.3327
H (3.519, 8.429, 1.201)  0.2476
H (2.202, 8.738, 0.065)  0.3092
H (2.336, 6.289, 0.821)  0.3164
H (0.867, 7.018, 1.033)  0.2615
C (-2.525, 3.487, 4.355)  -1.0943
C (-3.557, 4.190, 5.210)  -0.2953
C (-4.384, 5.242, 4.396)  -0.4509
C (-5.503, 5.945, 5.025)  0.1346
N (-6.383, 6.553, 5.474)  -0.4214
H (-2.889, 2.931, 3.490)  0.3196
H (-1.820, 2.899, 4.941)  0.3239
H (-1.892, 4.306, 4.013)  0.2839
H (-3.028, 4.852, 5.896)  0.2453
H (-4.280, 3.508, 5.656)  0.3718
H (-4.783, 4.810, 3.478)  0.3005
H (-3.745, 6.072, 4.093)  0.2826
C (-2.044, -5.882, -6.020)  -0.2593
C (-1.488, -7.168, -6.716)  -0.3597
O (-1.150, -8.070, -5.610)  -0.3038
C (-1.883, -7.748, -4.559)  0.6986
O (-1.783, -8.347, -3.471)  -0.5425
O (-2.676, -6.606, -4.925)  -0.3496
H (-2.736, -5.431, -6.731)  0.2805
H (-1.370, -5.100, -5.671)  0.2565
H (-0.564, -6.870, -7.210)  0.2962
H (-2.153, -7.517, -7.506)  0.2828
C (4.657, -1.510, -7.799)  -0.2435
C (4.168, -0.311, -8.515)  -0.3092
O (3.400, 0.465, -7.644)  -0.3059
C (3.306, -0.257, -6.512)  0.6308
O (2.448, 0.037, -5.685)  -0.5683
O (3.966, -1.435, -6.533)  -0.2627
H (5.724, -1.422, -7.592)  0.2835
H (4.515, -2.396, -8.418)  0.2672
H (3.406, -0.386, -9.291)  0.2580
H (5.043, 0.232, -8.870)  0.2491
C (3.888, 1.307, 5.407)  -0.2233
C (4.646, 1.190, 6.740)  -0.3302
O (5.877, 0.704, 6.316)  -0.3076
C (5.722, 0.047, 5.199)  0.6898
O (6.643, -0.676, 4.699)  -0.6306
O (4.576, 0.313, 4.619)  -0.2602
H (3.988, 2.303, 4.977)  0.2670
H (2.848, 1.032, 5.584)  0.2770
H (4.164, 0.661, 7.562)  0.2645
H (4.918, 2.158, 7.161)  0.2520
C (7.929, 1.168, -1.727)  -0.2009
C (6.407, 1.500, -1.781)  -0.2624
O (6.427, 2.919, -1.963)  -0.3139
C (7.528, 3.499, -1.639)  0.7132
O (7.733, 4.766, -1.529)  -0.5874
O (8.431, 2.450, -1.318)  -0.3478
H (8.184, 0.831, -2.732)  0.2238
H (8.231, 0.371, -1.048)  0.2997
H (5.756, 1.233, -0.948)  0.3037
H (6.030, 1.206, -2.760)  0.1727
C (2.168, -4.053, 4.122)  -0.2327
C (3.430, -4.226, 3.228)  -0.3468
O (3.332, -5.318, 2.511)  -0.2564
C (2.630, -6.092, 3.354)  0.5907
O (2.554, -7.267, 3.209)  -0.5390
O (1.904, -5.466, 4.305)  -0.3040
H (1.351, -3.504, 3.654)  0.2411
H (2.393, -3.646, 5.107)  0.2367
H (4.365, -4.332, 3.779)  0.2977
H (3.526, -3.333, 2.609)  0.3129
C (-0.748, -2.101, -0.141)  -0.2687
C (0.575, -2.312, -0.837)  -0.1425
O (1.272, -1.183, -0.302)  -0.3486
C (0.559, -0.425, 0.456)  0.7769
O (0.847, 0.653, 0.990)  -0.6534
O (-0.511, -1.084, 0.704)  -0.3073
H (-0.905, -3.034, 0.399)  0.2477
H (-1.593, -1.915, -0.804)  0.2748
H (0.566, -2.391, -1.924)  0.2444
H (1.029, -3.217, -0.434)  0.1744